# C4H9NO

A single C4H9NO molecule in a non-equilibrium geometry (ωB97M-V with the def2-TZVPD basis set, the OMol25 dataset).

Frontier orbital gap, eV: 10.626
SMILES: C=NOC(C)C
Energy above the lowest of the compared OMol25 structures with the same formula, charge and spin, kJ/mol: 345.01

Each atom is followed by the atoms it is bonded to, with distances in Å.
CARTESIAN COORDINATES (ANGSTROEM)
1 C 0.93077 2.15134 0.64979  N2 1.307, H7 1.086, H8 1.121
2 N 1.19412 1.70126 -0.54850  C1 1.307, O3 1.328
3 O 0.76942 0.51830 -0.97869  N2 1.328, C4 1.446
4 C -0.27433 -0.18128 -0.26394  O3 1.446, C5 1.509, C6 1.580, H9 1.144
5 C -0.94598 -1.04557 -1.30295  C4 1.509, H10 1.184, H11 1.124, H12 1.044
6 C 0.23482 -1.07849 0.93323  C4 1.580, H13 1.090, H14 1.084, H15 1.107
7 H 0.29406 1.69407 1.40110  C1 1.086
8 H 1.44214 3.14175 0.77101  C1 1.121
9 H -1.06703 0.54889 0.11898  C4 1.144
10 H -1.95874 -1.40040 -0.80252  C5 1.184
11 H -0.36452 -1.97038 -1.56928  C5 1.124
12 H -1.27056 -0.44873 -2.09532  C5 1.044
13 H -0.67834 -1.31200 1.48103  C6 1.090
14 H 0.87258 -1.88543 0.59121  C6 1.084
15 H 0.82159 -0.43333 1.61485  C6 1.107

# C4H9NO

A single C4H9NO molecule in a non-equilibrium geometry (ωB97M-V with the def2-TZVPD basis set, the OMol25 dataset).

Frontier orbital gap, eV: 9.673
SMILES: C[C@H](N)CC=O
Energy above the lowest of the compared OMol25 structures with the same formula, charge and spin, kJ/mol: 188.39

Each atom is followed by the atoms it is bonded to, with distances in Å.
CARTESIAN COORDINATES (ANGSTROEM)
1 C -0.92687 0.78836 1.28377  C2 1.524, H7 1.092, H8 1.086, H9 1.101
2 C -0.53455 -0.01297 0.04871  C1 1.524, N3 1.442, C4 1.564, H10 1.093
3 N -1.07320 -1.34838 -0.03165  C2 1.442, H11 1.005, H12 1.004
4 C 1.02076 -0.00014 -0.11351  C2 1.564, C5 1.495, H13 1.109, H14 1.090
5 C 1.43893 0.31714 -1.51385  C4 1.495, O6 1.217, H15 1.109
6 O 0.88959 -0.19946 -2.46869  C5 1.217
7 H -0.87887 0.19061 2.19618  C1 1.092
8 H -0.36558 1.71555 1.35521  C1 1.086
9 H -1.97639 1.11310 1.20812  C1 1.101
10 H -0.93415 0.56170 -0.79019  C2 1.093
11 H -0.70794 -1.84701 -0.82349  N3 1.005
12 H -1.24975 -1.79087 0.85254  N3 1.004
13 H 1.45668 0.89785 0.36946  C4 1.109
14 H 1.35385 -1.00906 0.13205  C4 1.090
15 H 2.48750 0.62358 -1.70469  C5 1.109